1.
{
  "formula": "C6H14O",
  "method": "ωB97M-V with the def2-TZVPD basis set",
  "homo_lumo_gap_ev": 8.1,
  "e_homo_ev": -8.2,
  "e_above_lowest_kcal_mol": 109.8,
  "multiplicity": 1,
  "total_energy_ha": -312.0801,
  "mol_weight_g_mol": 102.18,
  "elements": ["C", "C", "C", "C", "C", "C", "H", "H", "H", "H", "H", "H", "H", "H", "H", "H", "H", "H", "H", "H", "O"],
  "coordinates": [[-2.124, -0.893, 0.266], [-1.236, -0.456, -0.947], [-0.664, 0.979, -0.798], [0.664, 0.913, 0.035], [1.856, 0.837, -0.660], [0.656, 0.989, 1.532], [-1.572, -1.498, 0.974], [-2.865, -1.555, -0.274], [-2.697, -0.038, 0.605], [-0.434, -1.152, -1.137], [-1.886, -0.544, -1.853], [-0.325, 1.584, -1.636], [-1.330, 1.524, -0.126], [2.776, 1.042, -0.133], [1.920, 1.229, -1.661], [0.429, 0.017, 1.990], [1.527, 1.448, 1.954], [-0.219, 1.622, 1.863], [1.225, -0.334, -0.033], [1.420, -2.463, -0.208], [0.939, -1.896, 0.405]],
  "lowdin_charge": [-0.090, -0.249, -0.121, -0.357, 0.074, -0.032, 0.056, 0.082, 0.060, 0.070, 0.108, 0.107, 0.100, 0.101, 0.099, 0.095, 0.078, 0.109, 0.177, -0.067, -0.399]
}

2.
{
  "formula": "C32H42FN4O7PPt",
  "method": "ωB97M-V with the def2-TZVPD basis set",
  "homo_lumo_gap_ev": 8.0,
  "e_homo_ev": -14.1,
  "e_above_lowest_kcal_mol": 18.8,
  "multiplicity": 1,
  "total_energy_ha": -2550.4213,
  "total_charge": 2,
  "mol_weight_g_mol": 839.76,
  "elements": ["Pt", "C", "C", "N", "C", "C", "C", "O", "O", "C", "O", "C", "C", "C", "F", "C", "C", "C", "N", "C", "C", "N", "C", "C", "H", "H", "H", "H", "H", "H", "H", "H", "H", "H", "H", "H", "H", "H", "H", "H", "H", "H", "C", "C", "C", "C", "C", "C", "C", "C", "N", "H", "H", "H", "H", "H", "H", "C", "C", "C", "C", "O", "P", "O", "O", "O", "C", "C", "C", "C", "H", "H", "H", "H", "H", "H", "H", "H", "H", "H", "H", "H", "H", "H", "H", "H", "H", "H"],
  "coordinates": [[0.465, 0.652, -0.214], [-4.574, -1.560, 4.991], [-4.212, -2.444, 3.808], [-3.518, -1.691, 2.746], [-2.186, -1.671, 2.745], [-1.415, -0.952, 1.862], [0.068, -0.933, 2.171], [0.518, -1.753, 2.932], [0.775, 0.050, 1.665], [-2.064, -0.238, 0.844], [-1.486, 0.472, -0.065], [-3.496, -0.286, 0.803], [-4.209, 0.393, -0.204], [-5.561, 0.451, -0.158], [-6.221, 1.059, -1.158], [-6.317, -0.119, 0.901], [-5.616, -0.855, 1.844], [-4.219, -0.960, 1.796], [-7.683, 0.054, 0.953], [-8.335, 1.264, 0.448], [-9.396, 1.737, 1.449], [-8.901, 1.459, 2.832], [-8.854, -0.018, 3.113], [-8.532, -0.751, 1.804], [-5.114, -2.142, 5.736], [-5.197, -0.716, 4.690], [-3.674, -1.166, 5.463], [-5.081, -2.928, 3.366], [-3.537, -3.239, 4.119], [-1.680, -2.251, 3.509], [-3.679, 0.856, -1.026], [-6.151, -1.309, 2.662], [-8.810, 1.100, -0.521], [-7.593, 2.049, 0.328], [-10.350, 1.227, 1.331], [-9.564, 2.807, 1.347], [-9.489, 1.925, 3.523], [-7.942, 1.857, 2.934], [-9.822, -0.325, 3.505], [-8.097, -0.174, 3.880], [-9.454, -0.968, 1.261], [-8.072, -1.713, 2.014], [0.399, 2.477, 0.832], [-0.904, 2.791, 1.459], [-1.170, 2.438, 2.783], [-2.401, 2.720, 3.352], [-3.370, 3.369, 2.591], [-3.097, 3.781, 1.285], [-1.868, 3.492, 0.730], [-4.700, 3.552, 3.101], [-5.790, 3.657, 3.449], [1.210, 2.328, 1.535], [0.649, 3.191, 0.050], [-0.405, 1.943, 3.367], [-2.608, 2.445, 4.378], [-3.846, 4.313, 0.714], [-1.650, 3.803, -0.284], [3.217, -2.619, -2.520], [2.140, -2.527, -1.456], [2.730, -2.457, -0.060], [1.133, -3.650, -1.590], [1.308, -1.284, -1.642], [1.714, 0.099, -2.346], [2.438, 0.135, -3.597], [0.354, 0.867, -2.198], [2.427, 0.771, -0.972], [3.496, 1.864, -1.054], [3.776, 2.256, 0.380], [4.725, 1.208, -1.660], [2.972, 2.996, -1.910], [3.751, -3.558, -2.377], [3.942, -1.810, -2.436], [2.795, -2.607, -3.523], [3.316, -3.357, 0.125], [1.952, -2.401, 0.700], [3.388, -1.594, 0.045], [1.628, -4.607, -1.427], [0.688, -3.651, -2.584], [0.341, -3.544, -0.847], [3.980, 1.371, 0.983], [2.969, 2.825, 0.838], [4.665, 2.886, 0.391], [5.079, 0.394, -1.026], [5.511, 1.961, -1.711], [4.539, 0.838, -2.665], [2.039, 3.408, -1.522], [2.810, 2.671, -2.938], [3.713, 3.796, -1.921]],
  "lowdin_charge": [1.506, -0.048, -0.159, 0.001, 0.063, -0.016, -0.561, 0.119, -0.173, -0.241, -0.137, -0.048, 0.105, -0.182, 0.094, -0.129, 0.064, -0.104, -0.071, -0.102, -0.074, 0.075, -0.065, -0.116, 0.091, 0.064, 0.088, 0.123, 0.133, 0.162, 0.152, 0.092, 0.144, 0.130, 0.141, 0.146, 0.190, 0.171, 0.143, 0.129, 0.141, 0.135, -0.086, -0.259, -0.006, -0.001, -0.221, -0.005, -0.006, -0.169, 0.151, 0.071, 0.079, 0.131, 0.128, 0.129, 0.134, -0.022, -0.570, -0.006, -0.015, -0.215, 0.315, -0.180, -0.344, -0.315, -0.549, -0.011, -0.012, -0.010, 0.106, 0.081, 0.100, 0.107, 0.074, 0.085, 0.103, 0.098, 0.087, 0.105, 0.065, 0.109, 0.098, 0.108, 0.082, 0.076, 0.094, 0.110]
}

3.
{
  "formula": "C3H5NO2",
  "method": "ωB97M-V with the def2-TZVPD basis set",
  "smiles": "C1=NOCOC1",
  "homo_lumo_gap_ev": 10.4,
  "e_homo_ev": -9.6,
  "e_above_lowest_kcal_mol": 105.0,
  "multiplicity": 1,
  "total_energy_ha": -322.4070,
  "mol_weight_g_mol": 87.08,
  "elements": ["C", "C", "C", "H", "H", "H", "H", "H", "N", "O", "O"],
  "coordinates": [[-0.050, 0.637, -1.067], [-0.606, -0.095, 0.879], [0.661, -0.767, 0.703], [-0.391, 1.082, -1.917], [0.633, 1.406, -0.811], [-0.600, 0.596, 1.728], [-1.537, -0.847, 1.057], [1.210, -1.139, 1.647], [1.177, -1.053, -0.487], [-1.114, 0.617, -0.209], [0.616, -0.438, -1.524]],
  "lowdin_charge": [-0.349, -0.231, -0.111, 0.117, 0.142, 0.122, 0.184, 0.149, 0.045, -0.039, -0.029]
}

4.
{
  "formula": "C30H26CeF5N8O7S",
  "method": "ωB97M-V with the def2-TZVPD basis set",
  "homo_lumo_gap_ev": 5.3,
  "e_homo_ev": -10.2,
  "e_above_lowest_kcal_mol": 15.0,
  "multiplicity": 1,
  "total_energy_ha": -3496.1100,
  "total_charge": 1,
  "mol_weight_g_mol": 877.76,
  "elements": ["Ce", "C", "C", "N", "C", "C", "N", "C", "O", "O", "C", "O", "O", "H", "H", "H", "H", "H", "C", "O", "C", "C", "C", "C", "C", "C", "N", "N", "C", "C", "C", "C", "O", "C", "N", "C", "C", "C", "C", "H", "H", "H", "H", "H", "H", "H", "H", "H", "H", "H", "H", "S", "C", "N", "C", "C", "C", "N", "H", "H", "H", "H", "F", "C", "F", "C", "F", "F", "F", "C", "C", "N", "O", "H", "H", "H", "H", "H"],
  "coordinates": [[2.051, -0.435, 0.417], [1.841, 3.728, 1.521], [1.916, 2.589, 2.472], [2.019, 1.321, 2.127], [2.061, 0.583, 3.294], [1.965, 1.438, 4.364], [1.889, 2.688, 3.812], [1.922, 1.303, 5.848], [1.839, 0.095, 6.351], [1.936, 2.305, 6.515], [2.281, -0.897, 3.234], [1.883, -1.571, 4.189], [2.849, -1.344, 2.187], [1.993, 3.359, 0.510], [2.613, 4.462, 1.750], [0.866, 4.215, 1.570], [1.857, 3.523, 4.385], [1.806, -0.612, 5.662], [-7.044, -2.496, -0.186], [-5.843, -2.376, -0.929], [-5.480, -1.147, -1.353], [-6.150, 0.029, -1.034], [-5.693, 1.236, -1.535], [-4.550, 1.303, -2.324], [-3.892, 0.108, -2.654], [-4.354, -1.097, -2.179], [-4.214, 2.569, -2.859], [-3.052, 2.933, -3.103], [-1.904, 2.247, -2.672], [-0.920, 1.980, -3.598], [0.182, 1.182, -3.283], [0.378, 0.699, -2.004], [1.337, -0.153, -1.679], [-0.506, 1.167, -0.981], [-0.161, 0.894, 0.308], [-0.982, 1.257, 1.271], [-2.171, 1.955, 1.042], [-2.500, 2.299, -0.244], [-1.675, 1.895, -1.310], [-7.181, -3.559, -0.010], [-7.899, -2.107, -0.744], [-6.975, -1.979, 0.775], [-7.036, 0.012, -0.416], [-6.213, 2.156, -1.300], [-3.040, 0.124, -3.319], [-3.862, -2.026, -2.439], [-1.074, 2.323, -4.612], [0.880, 0.902, -4.062], [-0.682, 1.016, 2.286], [-2.802, 2.243, 1.870], [-3.378, 2.899, -0.440], [2.374, -3.097, -0.904], [3.501, -2.842, -2.145], [3.434, -1.748, -2.965], [4.436, -1.421, -3.798], [5.502, -2.260, -3.936], [5.426, -3.464, -3.222], [4.466, -3.742, -2.369], [2.619, -1.133, -2.852], [4.337, -0.486, -4.329], [6.333, -2.032, -4.584], [6.186, -4.227, -3.353], [4.227, -0.553, -0.408], [4.534, 0.840, -0.786], [3.188, 1.414, -0.609], [5.231, 1.318, 0.479], [6.466, 0.847, 0.567], [5.272, 2.648, 0.537], [4.566, 0.897, 1.618], [-1.824, -2.991, 1.088], [-0.546, -2.563, 1.754], [-0.282, -3.089, 2.939], [0.197, -1.719, 1.201], [-2.663, -2.490, 1.573], [-1.972, -4.067, 1.161], [-1.803, -2.692, 0.044], [-0.892, -3.770, 3.358], [0.553, -2.813, 3.451]],
  "lowdin_charge": [1.258, 0.042, -0.302, 0.035, -0.107, -0.040, 0.219, -0.472, 0.168, 0.138, -0.525, 0.069, -0.095, 0.082, 0.102, 0.096, 0.189, 0.088, -0.071, -0.076, -0.285, -0.008, -0.015, -0.287, -0.013, 0.009, 0.083, 0.083, -0.245, -0.005, 0.025, -0.300, -0.251, -0.117, 0.043, -0.101, -0.011, 0.031, -0.083, 0.095, 0.101, 0.096, 0.108, 0.120, 0.116, 0.123, 0.126, 0.123, 0.125, 0.116, 0.122, 0.769, -0.748, 0.103, -0.032, -0.011, -0.076, 0.091, 0.124, 0.144, 0.116, 0.126, -0.172, -0.049, -0.144, -0.612, 0.179, 0.162, 0.090, 0.036, -0.473, 0.245, -0.119, 0.101, 0.097, 0.092, 0.136, 0.100]
}